# 1
{
  "formula": "C3H11N3O2",
  "method": "ωB97M-V/def2-TZVPD",
  "species": ["N", "C", "N", "C", "O", "C", "N", "H", "H", "H", "H", "H", "H", "H", "H", "H", "O", "H", "H"],
  "positions_angstrom": [[1.92, -1.32, 0.94], [0.76, -2.05, 0.54], [-0.33, -1.22, -0.01], [-0.17, -0.18, -0.91], [0.94, 0.03, -1.38], [-1.33, 0.83, -1.09], [-0.77, 2.15, -1.28], [1.67, -0.66, 1.66], [2.38, -0.89, 0.16], [0.37, -2.79, 1.27], [1.00, -2.79, -0.25], [-1.10, -1.12, 0.64], [-1.90, 0.84, -0.14], [-2.08, 0.50, -1.83], [-0.30, 2.29, -2.16], [-0.16, 2.40, -0.51], [-0.93, 1.26, 2.37], [-0.10, 1.23, 1.87], [-1.30, 2.13, 2.14]],
  "total_energy_ev": -11854.7020,
  "orbital_gap_ev": 9.76,
  "lumo_ev": 0.52
}

***

# 2
{
  "formula": "C3H11N3O2P2S",
  "method": "ωB97M-V/def2-TZVPD",
  "species": ["C", "C", "C", "N", "N", "N", "O", "O", "P", "P", "S", "H", "H", "H", "H", "H", "H", "H", "H", "H", "H", "H"],
  "positions_angstrom": [[-0.16, -0.52, 0.55], [1.66, -2.34, 0.25], [1.48, 1.37, -1.73], [-1.11, -1.29, 0.43], [1.17, -0.96, 0.52], [-0.06, 0.89, 0.61], [2.48, 1.44, 0.75], [0.88, 3.21, 0.07], [-2.69, -0.59, 0.15], [-4.92, 1.51, -0.05], [1.23, 1.79, 0.11], [0.71, -2.82, -0.10], [2.36, -2.26, -0.52], [1.97, -2.67, 1.25], [2.39, 2.04, -1.88], [1.67, 0.37, -1.68], [0.72, 1.60, -2.55], [1.87, -0.33, 1.03], [-0.88, 1.37, 0.99], [-3.31, -1.31, 1.20], [-2.85, -1.66, -0.66], [-4.62, 1.17, 1.25]],
  "total_energy_ev": -41262.2086,
  "orbital_gap_ev": [6.93, 6.82],
  "lumo_ev": [-1.43, -1.27]
}

***

# 3
{
  "formula": "C3H11N4",
  "method": "ωB97M-V/def2-TZVPD",
  "species": ["H", "N", "C", "C", "N", "N", "C", "N", "H", "H", "H", "H", "H", "H", "H", "H", "H", "H"],
  "positions_angstrom": [[0.94, 1.77, 0.85], [0.28, 1.45, 1.57], [-0.47, 0.55, 1.31], [-1.60, 0.08, 2.17], [-0.27, -0.44, 0.10], [0.61, -0.01, -0.93], [1.59, -1.04, -1.29], [0.05, 0.63, -2.00], [-1.42, 0.32, 3.17], [-1.71, -1.01, 2.16], [-2.38, 0.64, 1.63], [-1.02, -0.99, -0.02], [1.13, 0.54, -0.27], [1.11, -1.76, -2.02], [2.37, -0.67, -1.80], [1.95, -1.75, -0.53], [-0.77, 0.10, -2.29], [-0.38, 1.59, -1.81]],
  "total_energy_ev": -9239.2667,
  "orbital_gap_ev": 11.56,
  "lumo_ev": -3.27,
  "charge": 1
}

***

For reference, energy above the lowest of the compared OMol25 structures with the same formula, charge and spin by record: 23.87 55.45 114.76 kcal per mole.